#1
{"formula": "C5H13N2O", "method": "ωB97M-V/def2-TZVPD", "species": ["C", "N", "C", "N", "H", "H", "H", "H", "H", "H", "H", "C", "C", "C", "O", "H", "H", "H", "H", "H", "H"], "positions_angstrom": [[0.899, 0.922, -2.112], [2.460, -1.525, 0.080], [2.260, -0.465, -0.677], [1.141, -0.292, -1.358], [0.765, 0.668, -3.153], [1.753, 1.542, -2.030], [0.008, 1.443, -1.692], [1.681, -2.141, 0.303], [3.262, -1.572, 0.710], [3.070, 0.231, -0.763], [0.436, -1.039, -1.363], [-1.041, -1.097, 2.143], [-1.260, 0.276, 1.551], [-2.167, 0.524, 0.544], [-2.335, 1.801, -0.028], [-1.777, -1.821, 1.844], [-0.049, -1.494, 1.867], [-1.126, -0.970, 3.240], [-0.746, 1.079, 1.974], [-2.806, -0.289, 0.104], [-3.146, 1.713, -0.561]], "charge": 1, "orbital_gap_ev": 8.213}

#2
{"formula": "C5H13N2O", "method": "ωB97M-V/def2-TZVPD", "species": ["C", "C", "C", "N", "O", "C", "C", "N", "H", "H", "H", "H", "H", "H", "H", "H", "H", "H", "H", "H", "H"], "positions_angstrom": [[-1.519, -0.548, -1.088], [-0.748, 0.288, -0.064], [-1.430, 0.239, 1.281], [-0.388, 1.679, -0.472], [0.896, 1.202, -1.013], [0.919, 0.016, -0.261], [1.626, -1.132, -0.895], [1.413, 0.317, 1.207], [-2.399, 0.002, -1.290], [-1.705, -1.464, -0.649], [-0.932, -0.537, -1.963], [-0.958, 0.780, 2.102], [-1.657, -0.773, 1.352], [-2.345, 0.727, 1.118], [-0.967, 2.056, -1.112], [1.700, -1.975, -0.335], [2.612, -0.811, -0.720], [1.339, -1.151, -1.906], [1.451, -0.505, 1.848], [0.691, 0.968, 1.578], [2.402, 0.622, 1.281]], "charge": 1, "smiles": "CC1(C)NO[C@@]1(C)[NH3+]", "orbital_gap_ev": 10.257}

How do the energies compare? Relative to the most stable structure, in hartree: #1 0.0000; #2 0.1090.

#1
{"formula": "C5H13N2O", "method": "ωB97M-V/def2-TZVPD", "species": ["C", "C", "N", "O", "H", "H", "H", "H", "H", "C", "C", "C", "N", "H", "H", "H", "H", "H", "H", "H", "H"], "positions_angstrom": [[0.366, -2.723, 0.135], [0.678, -1.847, 1.350], [1.770, -2.219, 2.023], [0.012, -0.870, 1.713], [0.803, -3.708, 0.223], [0.753, -2.248, -0.772], [-0.724, -2.832, 0.135], [2.322, -3.025, 1.787], [2.099, -1.632, 2.775], [0.083, 3.493, -1.204], [-0.325, 2.250, -0.465], [-0.979, 1.250, -1.035], [-1.405, 0.014, -0.388], [-0.358, 3.475, -2.200], [-0.211, 4.399, -0.676], [1.170, 3.550, -1.300], [-0.192, 2.230, 0.615], [-1.370, 1.362, -2.043], [-0.790, -0.159, 0.487], [-2.403, 0.039, -0.167], [-1.300, -0.797, -0.993]], "charge": 1, "orbital_gap_ev": 11.207}

#2
{"formula": "C5H13N2O", "method": "ωB97M-V/def2-TZVPD", "species": ["C", "C", "C", "C", "C", "N", "N", "O", "H", "H", "H", "H", "H", "H", "H", "H", "H", "H", "H", "H", "H"], "positions_angstrom": [[1.827, -0.141, -0.002], [2.982, 0.626, 0.475], [-0.645, -1.041, 1.297], [-1.585, 0.765, 0.148], [-0.852, -1.205, -1.096], [0.587, 0.548, 0.086], [-0.631, -0.264, 0.005], [1.754, -1.263, -0.407], [3.617, 0.103, 1.261], [2.625, 1.514, 1.001], [3.637, 0.917, -0.236], [0.162, -1.647, 1.404], [-0.748, -0.405, 2.159], [-1.651, -1.634, 1.247], [-1.825, 1.320, -0.898], [-2.528, 0.548, 0.580], [-0.982, 1.521, 0.773], [-0.240, -2.046, -0.835], [-1.919, -1.569, -1.125], [-0.534, -0.809, -2.184], [0.542, 1.218, -1.437]], "charge": 1, "orbital_gap_ev": 8.818}

How do the energies compare? Relative to the most stable structure, in hartree: #1 0.0000; #2 0.2247.

#1
{"formula": "C5H13N2O", "method": "ωB97M-V/def2-TZVPD", "species": ["C", "C", "N", "C", "O", "C", "N", "C", "H", "H", "H", "H", "H", "H", "H", "H", "H", "H", "H", "H", "H"], "positions_angstrom": [[0.127, -0.703, -3.546], [0.244, -0.715, -2.048], [-0.398, 0.439, -1.385], [-0.331, 0.659, -0.082], [-0.727, 1.685, 0.467], [0.248, -0.451, 0.833], [0.386, 0.169, 2.148], [0.354, -0.721, 3.356], [-0.734, -1.225, -3.959], [1.003, -1.165, -3.997], [0.101, 0.314, -3.946], [1.320, -0.632, -1.839], [-0.099, -1.617, -1.556], [-0.707, 1.221, -1.945], [-0.502, -1.236, 0.863], [1.203, -0.801, 0.480], [1.256, 0.701, 2.131], [-0.327, 0.919, 2.164], [1.000, -1.525, 3.211], [-0.661, -1.112, 3.420], [0.513, -0.080, 4.212]], "charge": 1, "smiles": "CCNC(=O)C[NH2+]C", "orbital_gap_ev": 10.698}

#2
{"formula": "C5H13N2O", "method": "ωB97M-V/def2-TZVPD", "species": ["C", "N", "C", "C", "N", "C", "C", "O", "H", "H", "H", "H", "H", "H", "H", "H", "H", "H", "H", "H", "H"], "positions_angstrom": [[-0.163, 2.601, -0.549], [0.254, 1.248, -0.093], [-0.569, 0.648, 0.987], [-1.413, -0.500, 0.349], [-0.486, -1.235, -0.536], [0.567, -1.994, 0.158], [1.891, -1.681, -0.493], [2.534, -0.699, -0.209], [0.213, 2.769, -1.568], [-1.243, 2.652, -0.645], [0.175, 3.361, 0.138], [0.171, 0.626, -0.917], [1.242, 1.242, 0.173], [0.041, 0.192, 1.764], [-1.223, 1.398, 1.384], [-1.772, -1.133, 1.171], [-2.372, -0.344, -0.159], [-1.029, -1.860, -1.116], [0.468, -3.083, 0.111], [0.414, -1.760, 1.220], [2.299, -2.448, -1.169]], "charge": 1, "smiles": "C[NH2+]CCNCC=O", "orbital_gap_ev": 10.658}

How do the energies compare? Relative to the most stable structure, in hartree: #1 0.0000; #2 0.0460.